Record 1
The following is a quantum chemistry calculation of C3H8N2OS in the gas phase in a non-equilibrium geometry, from the Open Molecules 2025 dataset.

Values from the calculation:
**ΔE to the lowest compared entry with this formula, charge and spin**: 66.01 kcal/mol
**Multiplicity**: 3
**Max |F|**: 5.7 eV Å⁻¹
**Energy**: -701.8180 a.u.

Each line ends with the Mulliken charge.
CARTESIAN COORDINATES (ANGSTROEM)
C: -0.1792 1.3337 0.2845  -0.58
C: -0.7034 0.3537 -0.8043  -0.31
C: -0.7329 -1.6547 0.5281  -0.84
N: 1.2660 1.3126 0.1480  -0.37
N: -0.0520 -0.8695 -0.5636  -0.23
O: 2.7913 -0.6512 -0.7440  -0.50
S: 1.7708 -0.2582 0.2144  0.31
H: -0.6737 2.3411 0.3333  0.35
H: -0.2689 1.0801 1.4078  0.26
H: -1.8545 0.3045 -0.7060  0.32
H: -0.1537 0.7457 -1.7296  0.29
H: -1.4995 -2.2146 -0.0001  0.35
H: -0.2213 -2.5484 1.0114  0.28
H: -1.0834 -1.1040 1.3148  0.37
H: 1.5946 1.8291 -0.6946  0.31

Record 2
The following is a quantum chemistry calculation of 2 unconnected molecules or ions with the total composition C8H16BNO in a non-equilibrium geometry, from the Open Molecules 2025 dataset.

Values from the calculation:
**ΔE to the lowest compared entry with this formula, charge and spin**: 69.56 kcal/mol
**SMILES**: CC1(C)NBOC1(C)C.C#C
**Max |F|**: 4.0 eV Å⁻¹
**Energy**: -469.2197 a.u.

Each line ends with the Mulliken charge.
CARTESIAN COORDINATES (ANGSTROEM)
B: -0.2725 1.0344 1.7834  0.67
C: -4.0383 -0.3834 -0.8629  -0.26
C: -3.4425 0.4369 -0.2138  -0.47
C: 0.4570 -0.6299 0.3310  1.21
C: 0.8822 0.7628 -0.1897  1.66
C: 1.5720 -1.3058 1.1481  -1.76
C: -0.1788 -1.5637 -0.7101  -1.66
C: 2.3272 1.0986 -0.5084  -1.74
C: -0.1353 1.1441 -1.2802  -1.28
N: -0.4408 -0.2982 1.3804  -0.39
O: 0.5503 1.6664 0.9532  -0.66
H: -0.7556 1.5592 2.6746  -0.15
H: -4.4275 -1.2974 -1.3500  0.36
H: -2.8370 1.1311 0.3648  0.43
H: 1.2886 -2.2449 1.5964  0.50
H: 1.8972 -0.5008 1.8934  0.30
H: 2.4482 -1.5767 0.4920  0.33
H: -1.2309 -1.4893 -0.6133  0.35
H: 0.1120 -2.6414 -0.5105  0.39
H: 0.1038 -1.4112 -1.7490  0.27
H: 2.4453 2.1811 -0.5101  0.44
H: 2.4959 0.7559 -1.5183  0.38
H: 3.1147 0.8892 0.3017  0.29
H: -0.1650 2.2100 -1.2935  0.45
H: -1.0493 0.5890 -0.9200  0.00
H: 0.1938 0.9098 -2.4186  0.27
H: -0.9147 -1.0258 1.7294  0.08